{
  "formula": "C5H14N2O2",
  "method": "ωB97M-V with the def2-TZVPD basis set",
  "lumo_ev": 0.702,
  "homo_ev": -9.31,
  "orbital_gap_ha": 0.36783,
  "e_tot_ev": -12487.1549,
  "e_above_lowest_kj_mol": 113.2,
  "elements": ["C", "C", "O", "N", "C", "C", "C", "N", "H", "H", "H", "H", "H", "H", "H", "H", "H", "H", "H", "H", "O", "H", "H"],
  "positions_angstrom": [[1.954, 1.055, 1.111], [0.723, 0.183, 1.086], [0.285, -0.220, 2.157], [0.135, -0.129, -0.098], [-1.042, -0.979, 0.050], [0.297, 0.546, -1.381], [-0.985, 1.279, -1.910], [-1.792, 0.590, -2.901], [2.607, 0.630, 1.866], [2.497, 1.092, 0.158], [1.807, 2.117, 1.306], [-1.822, -0.411, 0.572], [-0.893, -1.886, 0.626], [-1.463, -1.221, -0.918], [1.127, 1.250, -1.387], [0.604, -0.217, -2.104], [-1.596, 1.550, -1.050], [-0.610, 2.222, -2.311], [-1.209, 0.166, -3.610], [-2.408, -0.056, -2.451], [0.510, -2.827, 4.020], [0.791, -2.899, 3.112], [0.483, -1.835, 4.056]],
  "atomic_forces_ev_per_a": [[0.833, 0.154, -1.060], [0.173, 0.993, 0.282], [-0.091, -0.434, -0.197], [-0.231, -0.364, 0.406], [-0.883, 0.672, -0.057], [-0.122, -0.339, -0.397], [0.913, 0.010, 0.354], [0.380, 0.804, 0.214], [0.049, 0.156, 0.101], [-0.049, -0.429, 0.181], [-0.574, -0.158, 0.454], [0.029, -0.159, 0.094], [0.430, -0.018, 0.010], [0.287, -0.195, -0.251], [-0.083, 0.019, 0.531], [-0.202, -0.009, -0.186], [-0.150, -0.019, -0.029], [-0.217, 0.048, -0.257], [-0.265, -0.241, 0.066], [-0.189, -0.569, -0.180], [0.005, 1.717, 0.169], [0.140, -0.502, -0.550], [-0.184, -1.138, 0.302]],
  "lowdin_charge": [0.00, -0.51, 0.03, -0.10, -0.04, -0.14, -0.26, 0.00, 0.09, 0.07, 0.09, 0.10, 0.09, 0.07, 0.10, 0.12, 0.11, 0.10, 0.07, 0.05, -0.08, 0.01, 0.04]
}